Record 1
The following is a DFT calculation (ωB97M-V/def2-TZVPD) of C28H40FeIN7OS2SbSi3 as an isolated structure.

frontier orbital gap (alpha / beta)	7.20 / 5.72	eV
HOMO (alpha / beta)	-7.23 / -7.88	eV
multiplicity	6
total energy	-5016.1316	Ha
lowest unoccupied orbital energy (alpha / beta)	-0.024 / -2.161	eV

```
84
Properties=species:S:1:pos:R:3:forces:R:3
Fe -1.102 0.363 -1.052 -0.320 0.055 -0.039
O -2.750 -3.235 0.442 -0.026 0.079 -0.007
C -2.117 -2.350 -0.144 0.113 -0.284 -0.021
N -2.327 -1.044 -0.167 -0.050 -0.013 0.099
C -3.607 -0.584 0.317 -0.016 0.091 -0.102
C -4.169 0.360 -0.722 0.032 0.031 -0.009
C -5.531 0.566 -0.890 -0.034 0.033 0.055
C -5.967 1.438 -1.871 -0.036 -0.004 0.005
C -5.032 2.089 -2.664 0.008 0.010 0.007
C -3.695 1.828 -2.437 -0.013 0.013 0.126
N -3.273 0.983 -1.493 0.012 0.042 -0.237
C -0.992 -2.763 -1.078 -0.010 0.111 0.112
C -0.806 -4.100 -1.393 0.017 -0.056 0.020
C 0.093 -4.429 -2.390 -0.003 -0.052 0.019
C 0.781 -3.412 -3.038 0.047 -0.003 0.038
C 0.556 -2.109 -2.636 0.021 -0.017 0.172
N -0.306 -1.785 -1.668 0.197 0.093 -0.241
H -4.298 -1.408 0.502 0.016 -0.056 -0.058
H -3.516 -0.036 1.263 -0.026 -0.002 0.048
H -6.231 0.036 -0.257 -0.004 0.009 -0.017
H -7.026 1.605 -2.022 0.010 -0.001 0.002
H -5.328 2.778 -3.442 -0.007 -0.005 0.013
H -2.921 2.312 -3.023 0.000 -0.023 -0.003
H -1.398 -4.834 -0.864 0.007 -0.005 -0.012
H 0.247 -5.463 -2.673 -0.001 0.011 0.002
H 1.480 -3.617 -3.837 -0.009 -0.011 0.005
H 1.074 -1.289 -3.115 -0.024 0.023 -0.019
S 0.319 2.419 -1.467 0.030 -0.214 -0.195
C -0.191 3.625 -0.398 0.011 0.461 0.111
C 0.372 4.946 -0.582 -0.199 -0.357 0.047
N 0.833 5.986 -0.750 0.014 0.017 -0.017
C -1.024 3.391 0.689 0.098 0.387 0.140
S -1.702 1.891 1.033 -0.132 -0.097 0.041
C -1.274 4.473 1.620 0.067 -0.239 -0.333
N -1.484 5.321 2.368 -0.002 0.006 0.040
I -2.240 -1.125 -7.142 -0.046 -0.055 -0.086
C -1.452 -0.170 -5.507 0.020 0.025 0.112
C -0.541 0.860 -5.499 0.047 0.070 -0.008
N -0.309 1.156 -4.208 -0.043 0.002 -0.012
N -1.021 0.385 -3.374 -0.164 0.008 -0.277
C -1.721 -0.425 -4.154 0.013 -0.048 0.100
H -0.061 1.393 -6.303 0.000 -0.012 0.016
H 0.242 1.912 -3.823 -0.008 -0.012 0.023
H -2.379 -1.163 -3.719 0.016 0.028 -0.020
C 0.554 2.534 3.747 -0.176 0.034 0.148
Si 1.942 1.937 2.661 -0.182 -0.083 -0.075
C 3.322 1.476 3.825 0.182 -0.033 0.100
C 2.592 3.271 1.536 0.071 0.144 -0.187
Sb 1.034 0.066 1.131 0.315 -0.054 0.228
Si 3.247 -0.708 0.076 -0.174 0.120 0.087
C 3.298 -2.557 -0.117 0.001 -0.226 -0.034
C 3.342 0.185 -1.555 0.044 0.097 -0.189
C 4.759 -0.251 1.062 0.146 0.064 0.139
Si 0.370 -1.695 2.885 0.089 0.164 -0.172
C 1.563 -1.603 4.312 0.143 0.004 0.185
C -1.341 -1.225 3.422 -0.212 0.055 0.095
C 0.394 -3.414 2.178 -0.007 -0.194 -0.097
H 0.775 3.549 4.091 -0.024 -0.040 0.022
H 0.477 1.890 4.628 -0.016 0.021 -0.016
H -0.419 2.548 3.258 0.056 0.021 0.088
H 3.633 2.415 4.300 0.005 -0.055 0.014
H 4.192 1.052 3.332 0.032 0.011 0.013
H 3.001 0.796 4.612 0.007 0.001 0.013
H 2.540 4.236 2.050 0.039 0.005 -0.041
H 2.042 3.356 0.598 0.151 -0.015 0.144
H 3.639 3.076 1.292 -0.009 0.021 -0.019
H 2.440 -2.969 -0.648 -0.038 -0.009 -0.036
H 3.347 -3.031 0.867 0.030 -0.009 -0.035
H 4.208 -2.826 -0.663 -0.051 -0.039 0.005
H 2.553 -0.126 -2.241 0.021 0.038 0.019
H 4.309 0.004 -2.035 -0.039 0.011 -0.006
H 3.233 1.262 -1.396 0.027 -0.034 -0.029
H 4.724 -0.683 2.063 0.050 0.011 -0.010
H 4.887 0.830 1.153 0.011 -0.036 0.009
H 5.641 -0.654 0.552 -0.027 0.032 0.016
H 1.380 -0.714 4.918 0.029 -0.018 0.000
H 2.601 -1.577 3.972 -0.016 -0.025 0.048
H 1.436 -2.482 4.953 0.001 0.050 -0.008
H -1.411 -0.157 3.647 -0.029 -0.044 0.005
H -1.624 -1.786 4.318 -0.024 0.022 -0.031
H -2.055 -1.466 2.631 -0.008 0.020 0.025
H 1.220 -3.574 1.485 -0.025 -0.044 0.023
H -0.544 -3.632 1.666 -0.006 -0.024 -0.040
H 0.498 -4.127 3.002 -0.010 0.000 -0.042
```
Positions in Å, forces in eV/Å.

Charge distribution, Löwdin scheme, values in e: 0.343, 0.007, -0.534, -0.062, -0.198, -0.255, -0.008, -0.054, -0.053, -0.122, 0.031, -0.193, 0.007, -0.043, -0.053, -0.154, 0.060, 0.123, 0.081, 0.119, 0.110, 0.106, 0.108, 0.122, 0.112, 0.110, 0.093, 0.692, -0.751, -0.287, 0.180, -0.734, 0.739, -0.279, 0.183, 0.880, -0.781, -0.136, -0.013, -0.058, -0.205, 0.122, 0.068, 0.122, -0.225, 0.303, -0.209, -0.207, 0.928, 0.284, -0.220, -0.232, -0.227, 0.302, -0.227, -0.212, -0.196, 0.044, 0.031, -0.033, 0.046, 0.002, 0.011, 0.048, -0.021, 0.032, 0.007, 0.027, 0.040, -0.005, 0.040, 0.014, 0.024, 0.022, 0.040, 0.020, 0.024, 0.036, 0.022, 0.043, 0.015, 0.006, 0.016, 0.041

Record 2
The following is a DFT calculation (ωB97M-V/def2-TZVPD) of a 13-piece molecular cluster, C52H100N4O9 overall.

frontier orbital gap	9.63	eV
relative energy (zero: lowest compared OMol25 entry of this formula, charge and spin)	34.0	kcal/mol
HOMO	-9.06	eV
multiplicity	1
total energy	-2937.2368	Ha
lowest unoccupied orbital energy	0.565	eV

```
165
Properties=species:S:1:pos:R:3:forces:R:3
C 1.244 -4.100 0.364 2.154 2.325 1.693
C 2.250 -3.414 -0.651 -0.785 0.096 1.755
C 3.420 -2.906 0.199 -0.030 0.094 1.505
O 2.867 -2.569 1.527 -1.168 -0.665 -1.091
C 1.832 -3.577 1.819 1.090 -0.425 -1.769
H 1.293 -5.164 0.389 -0.212 -0.710 -0.280
H 0.261 -3.698 0.212 -0.596 -0.253 -0.024
H 1.702 -2.614 -1.144 0.265 0.255 0.016
H 2.571 -4.057 -1.419 0.435 -0.984 -0.905
H 3.931 -2.017 -0.209 -0.403 -0.243 0.259
H 4.202 -3.655 0.450 -0.430 -0.011 -0.738
H 1.114 -3.150 2.529 0.051 -0.039 -0.408
H 2.360 -4.429 2.297 -0.435 0.325 -0.101
C -3.153 0.358 -6.314 -0.545 0.701 -0.719
C -2.004 0.794 -5.446 1.342 0.714 -1.788
C -2.150 2.306 -5.475 -0.662 -0.325 0.341
O -3.559 2.433 -5.337 -0.295 2.089 -0.099
C -4.242 1.295 -5.722 0.577 -1.717 -0.509
H -3.421 -0.695 -6.254 0.068 0.014 0.005
H -2.963 0.646 -7.366 -0.101 -0.312 0.326
H -1.009 0.476 -5.736 0.142 -0.254 -0.163
H -2.194 0.467 -4.484 -0.130 -0.702 2.204
H -1.770 2.802 -6.394 -0.185 -0.315 0.396
H -1.796 2.804 -4.579 0.668 0.106 -0.085
H -5.023 1.536 -6.446 -0.199 -0.076 0.285
H -4.589 0.793 -4.812 -0.702 0.087 -0.155
C -1.679 4.361 0.851 1.481 0.008 -1.402
C -2.233 4.044 -0.572 2.100 -1.471 -0.251
C -1.060 4.434 -1.574 -0.974 0.884 2.731
O -0.423 5.431 -0.745 0.677 -0.043 -2.423
C -0.258 4.863 0.511 -1.009 0.782 0.305
H -1.562 3.594 1.594 -0.724 -0.487 0.073
H -2.228 5.196 1.182 -0.701 0.823 0.984
H -2.991 4.713 -0.784 -1.843 1.160 -0.370
H -2.591 3.028 -0.670 -0.080 -0.274 -0.185
H -1.322 4.839 -2.537 -0.455 0.420 -0.106
H -0.358 3.668 -1.736 0.862 -1.438 -0.162
H 0.045 5.745 1.058 0.387 -0.365 0.979
H 0.457 4.034 0.558 0.266 0.112 -0.176
C 4.615 0.366 1.959 -1.692 0.721 0.703
C 5.754 0.323 0.921 -1.266 -1.523 0.574
C 6.751 -0.589 1.642 1.316 2.886 0.531
O 6.437 -0.487 3.012 1.686 -0.387 0.421
C 5.059 -0.566 3.074 -0.280 0.320 0.075
H 3.620 0.065 1.631 0.161 -0.472 -0.741
H 4.335 1.337 2.368 0.830 0.429 0.047
H 6.147 1.276 0.626 0.102 0.387 -0.122
H 5.347 -0.248 0.095 0.177 0.446 -0.697
H 7.774 -0.204 1.527 -0.122 -0.327 0.007
H 6.711 -1.570 1.293 -0.229 -1.942 -0.514
H 4.735 -0.384 4.087 -0.167 0.665 0.148
H 4.756 -1.566 2.870 -0.455 -1.171 -0.479
C 2.720 4.248 3.250 0.040 0.452 1.912
C 3.394 5.263 4.271 -1.019 -0.126 -1.237
C 2.240 6.304 4.397 1.643 -0.149 1.194
O 1.058 5.683 4.005 -0.882 -0.904 -0.213
C 1.293 4.263 3.832 0.704 0.785 -0.253
H 3.186 3.250 3.265 -0.105 0.499 -0.377
H 2.671 4.775 2.314 0.290 -0.352 -0.786
H 4.346 5.683 3.953 -0.129 0.115 -0.395
H 3.602 4.822 5.224 -0.119 -0.607 0.574
H 2.459 7.200 3.831 -0.255 0.180 -0.535
H 2.173 6.623 5.443 -0.125 0.030 0.053
H 0.477 3.918 3.189 0.260 -0.167 0.037
H 1.310 3.709 4.781 -0.357 0.194 -0.001
C -1.339 -4.854 -3.928 0.731 2.467 -0.474
C -0.502 -5.159 -5.175 -0.916 -0.030 0.227
C 0.568 -4.096 -5.140 0.004 -0.183 0.777
O 0.871 -3.874 -3.751 -0.155 -0.203 -0.936
C -0.361 -3.976 -3.057 -0.682 -0.832 0.729
H -1.631 -5.722 -3.430 -0.522 -1.388 0.855
H -2.226 -4.251 -4.153 0.120 -0.236 -0.018
H -1.047 -5.046 -6.098 -0.475 -0.019 -0.331
H -0.233 -6.209 -5.120 0.894 0.046 -0.095
H 0.155 -3.167 -5.554 0.233 -0.061 -0.210
H 1.457 -4.429 -5.642 0.598 0.262 -0.262
H -0.812 -2.990 -2.831 0.391 -0.363 -0.145
H -0.104 -4.503 -2.123 -0.351 0.413 -0.109
C 1.786 2.693 -5.836 0.989 0.856 0.715
C 1.724 3.100 -4.345 1.336 0.519 -0.236
C 1.045 1.953 -3.662 -0.210 -0.898 -0.996
O 1.428 0.772 -4.450 -0.115 1.107 -0.614
C 2.127 1.233 -5.673 -1.742 -1.320 0.281
H 2.574 3.234 -6.400 -0.352 -0.286 0.419
H 0.847 3.003 -6.260 -0.582 -0.648 -0.531
H 1.291 4.075 -4.212 -0.564 0.317 0.163
H 2.730 3.187 -3.911 -0.024 -0.072 -0.318
H -0.051 2.057 -3.676 0.311 -0.249 0.159
H 1.427 1.811 -2.663 -0.111 -0.144 0.446
H 1.817 0.522 -6.498 0.399 0.901 0.803
H 3.176 1.142 -5.450 0.631 -0.108 -0.268
C -5.446 -1.836 -1.399 -0.231 2.269 -0.975
C -4.929 -0.354 -1.322 -0.437 -1.570 0.723
C -4.548 -0.353 0.149 -0.297 0.660 0.070
O -5.482 -1.200 0.820 -0.174 -0.028 0.376
C -6.157 -2.076 -0.123 -0.221 0.405 1.735
H -4.543 -2.362 -1.477 1.056 -1.395 -0.008
H -6.039 -1.984 -2.269 -0.543 -0.366 -0.775
H -5.661 0.393 -1.564 -0.695 0.253 0.166
H -4.115 -0.181 -1.987 0.867 -0.071 -0.384
H -4.611 0.680 0.515 -0.077 -0.265 0.441
H -3.568 -0.750 0.386 0.533 0.053 -0.432
H -7.219 -1.741 -0.044 0.544 -0.575 -0.681
H -6.056 -3.125 0.235 -0.173 0.644 -0.169
C 1.920 -1.703 4.915 -1.093 -0.153 -2.112
C 1.417 -0.704 3.782 -1.508 -1.910 -0.435
C 1.597 0.636 4.372 0.060 1.092 0.704
O 2.722 0.456 5.232 -0.324 0.443 0.146
C 2.419 -0.738 5.940 1.354 0.441 1.589
H 2.613 -2.353 4.378 0.679 0.209 0.639
H 1.113 -2.380 5.166 -0.243 0.123 0.748
H 0.362 -0.913 3.422 1.054 0.217 0.596
H 2.066 -0.891 2.941 0.194 0.305 -0.421
H 0.719 0.993 4.950 0.333 -0.317 -0.164
H 1.848 1.415 3.663 0.135 0.120 -0.224
H 1.695 -0.513 6.740 -0.287 -0.144 -0.382
H 3.347 -0.966 6.503 -0.388 -0.377 -0.577
C -5.501 -4.295 3.828 0.087 1.862 -1.633
C -4.230 -3.550 4.284 -1.285 0.494 2.132
C -3.643 -2.493 3.352 1.313 -1.265 -0.167
C -2.844 -3.151 2.286 -1.045 0.996 0.393
N -2.200 -3.628 1.471 0.461 -0.399 -0.497
H -6.231 -3.557 3.377 0.764 -0.728 0.389
H -6.031 -4.788 4.606 -0.131 -0.462 0.884
H -5.255 -5.013 3.057 -0.039 -0.247 -0.233
H -3.498 -4.267 4.662 0.278 0.063 -0.490
H -4.501 -3.000 5.225 0.096 -0.276 -0.734
H -2.912 -1.887 3.871 0.260 0.072 0.497
H -4.340 -1.773 2.975 -0.723 -0.008 -0.629
C 4.717 -3.834 -3.758 -0.906 -0.914 -0.922
C 4.423 -2.613 -4.538 -1.716 1.530 -0.204
C 3.151 -1.768 -3.980 0.746 -0.324 -1.119
C 3.391 -0.839 -2.869 -0.445 -0.231 -0.274
N 3.430 -0.094 -1.993 0.279 -0.109 -0.009
H 5.209 -4.560 -4.388 0.608 -0.205 0.064
H 3.788 -4.296 -3.488 -0.568 -0.399 0.445
H 5.266 -3.599 -2.897 0.888 0.036 1.307
H 4.149 -2.843 -5.577 0.049 -0.082 0.281
H 5.341 -2.031 -4.594 -0.224 0.591 -0.024
H 2.232 -2.364 -3.759 1.100 -0.088 0.229
H 2.779 -1.181 -4.829 0.317 0.290 0.312
C -4.465 1.249 4.158 -0.620 1.178 1.743
C -4.095 2.710 3.986 -0.123 -0.407 -0.645
C -3.507 3.322 5.203 1.712 -0.875 1.704
C -2.326 2.534 5.671 1.042 -1.379 -0.616
N -1.510 1.718 5.834 -1.253 1.568 0.036
H -3.626 0.617 4.267 1.064 -0.808 -0.639
H -5.132 1.060 3.355 -0.516 -1.091 -0.590
H -4.952 1.116 5.153 -0.282 0.139 -0.737
H -5.024 3.250 3.890 -0.321 0.299 -0.747
H -3.457 2.817 3.081 -0.417 0.270 0.590
H -4.166 3.272 6.060 -0.629 0.063 0.045
H -3.234 4.340 5.090 0.351 1.022 -0.235
C -0.925 0.974 1.419 -0.089 -1.430 0.552
C 0.456 0.830 0.798 0.168 1.835 0.086
C 0.619 -0.518 0.163 0.538 -1.163 0.889
C -0.398 -0.745 -0.852 0.243 0.142 1.055
N -1.274 -0.739 -1.583 -0.740 -0.231 -0.910
H -1.143 0.068 2.010 0.134 0.038 -0.128
H -1.720 0.994 0.686 -0.140 0.374 -0.310
H -1.032 1.755 2.144 0.103 0.752 0.144
H 1.243 1.015 1.555 -0.337 -0.428 -0.323
H 0.623 1.636 0.048 -0.164 -0.478 0.262
H 0.670 -1.289 0.981 -0.597 0.411 -0.951
H 1.565 -0.629 -0.321 0.845 0.221 -0.370
```
Positions in Å, forces in eV/Å.

Results of the Löwdin charge analysis, in e, for atoms 1 through 99: -0.096, -0.155, -0.158, -0.231, -0.131, 0.087, 0.049, 0.074, 0.077, 0.087, 0.127, 0.090, 0.114, -0.152, -0.181, -0.190, -0.141, -0.223, 0.110, 0.119, 0.108, 0.084, 0.127, 0.099, 0.120, 0.112, -0.133, -0.102, -0.133, -0.148, -0.230, 0.056, 0.093, 0.074, 0.091, 0.114, 0.075, 0.125, 0.112, -0.143, -0.121, -0.202, -0.116, -0.222, 0.081, 0.093, 0.104, 0.070, 0.126, 0.094, 0.115, 0.097, -0.128, -0.130, -0.233, -0.149, -0.192, 0.093, 0.102, 0.102, 0.092, 0.109, 0.112, 0.102, 0.117, -0.129, -0.167, -0.190, -0.193, -0.176, 0.080, 0.109, 0.104, 0.111, 0.130, 0.116, 0.096, 0.111, -0.154, -0.169, -0.192, -0.200, -0.185, 0.123, 0.093, 0.106, 0.122, 0.090, 0.093, 0.135, 0.106, -0.157, -0.136, -0.222, -0.184, -0.182, 0.096, 0.103, 0.104